Entry 1:
DFT (ωB97M-V/def2-TZVPD) results for C33H21BrCl2MnN3OS as an isolated structure.

Geometry as ORCA input:
```
! wB97M-V def2-TZVPD RIJCOSX def2/J DEFGRID3
* xyz 2 1
Br -1.57501 1.15140 1.14642
Mn 0.30586 0.47753 -0.53749
Cl -0.10369 -3.45193 2.46511
Cl 4.68084 -4.61987 0.38456
S 0.09687 3.55750 -3.88485
O -0.17983 -1.30593 0.33139
N 2.16688 2.56051 -2.50471
N 1.77600 -0.73583 -1.31717
N 0.02056 1.67825 -2.13258
C 2.18323 2.16431 1.17106
C 3.27033 -3.63919 0.40277
C -2.41770 -3.78662 -1.28876
C 1.12513 -3.09766 1.34021
C 0.82881 2.50949 -2.72592
C -5.06661 -1.78400 0.34549
C 1.98258 -1.80363 -0.48465
C -2.89931 -0.18484 0.90517
C 3.74974 2.29388 2.98758
C -3.77654 -2.19544 -0.08269
C 3.80464 -1.29019 -2.45025
C 2.21738 3.56353 1.00947
C -2.63508 -1.41757 0.24960
C 2.64603 -0.51701 -2.27714
C -1.44548 2.80224 -3.58505
C -3.60864 1.28325 -2.85999
C 2.30460 -3.87826 1.32726
C 2.94950 1.52982 2.16906
C 0.97738 -2.09652 0.44532
C -1.26543 -3.05777 -0.92033
C -1.29691 1.81322 -2.63168
C 1.31452 1.38663 0.39397
C 3.77544 3.67947 2.82437
C -3.63585 -3.38000 -0.84912
C -4.13502 0.20561 1.29817
C 3.13507 -2.58991 -0.54748
C -3.75904 2.30925 -3.79807
C -5.24358 -0.63307 1.04294
C -2.37808 1.02385 -2.27861
C 4.06560 -2.29874 -1.57514
C -1.38563 -1.95652 -0.14961
C 3.01661 4.31624 1.84009
C -2.67001 3.07457 -4.18174
H -4.46155 0.67105 -2.59223
H 4.48167 -1.05776 -3.26016
H -2.27167 0.19034 -1.58912
H -4.52795 -3.95108 -1.08716
H 1.60731 4.03631 0.24656
H 2.90263 0.45206 2.28006
H -0.28615 -3.41881 -1.21019
H -4.73098 2.50027 -4.24085
H 2.42213 -4.67823 2.05099
H 2.71083 3.29846 -2.91594
H -6.22945 -0.32759 1.37146
H -5.91670 -2.41445 0.09774
H 2.53590 2.13612 -1.67853
H -2.76996 3.85288 -4.93148
H 2.44177 0.32022 -2.93047
H 4.97376 -2.88501 -1.65826
H -2.31391 -4.68045 -1.89333
H 3.05242 5.39541 1.73331
H 4.34975 1.82326 3.75642
H -4.27704 1.16545 1.78492
H 4.39602 4.27937 3.48407
*
```

Total energy   -6552.674092 Ha

---

Entry 2:
DFT (ωB97M-V/def2-TZVPD) results for a 6-piece molecular cluster, C18H36F2O23P2S5 overall.

Geometry as ORCA input:
```
! wB97M-V def2-TZVPD RIJCOSX def2/J DEFGRID3
* xyz 0 1
S 5.25075 5.08825 4.50936
S -5.25236 -5.07044 0.78590
S 6.23514 1.65965 3.74696
S -6.43430 0.87139 -2.68460
S 1.40711 -0.27441 3.09122
P 0.89005 -0.31674 -2.95272
P -2.28220 0.04678 -2.52593
F 2.53046 0.25620 -3.09971
F 1.51906 -2.97995 -2.16053
O 2.41517 -1.37737 3.73288
O -5.27085 0.02884 -2.78314
O -3.68750 -0.98425 -2.32294
O 4.16786 4.63452 3.38434
O 5.33702 6.52432 4.49246
O 0.97050 -1.12606 1.77711
O -2.19819 0.97824 -1.08944
O -6.05857 -6.06890 0.14347
O 7.45081 0.81047 3.07728
O -7.50940 0.40918 -3.81508
O 4.39224 4.64417 5.81883
O 6.40091 4.23349 4.40882
O -2.64214 0.98839 -3.70938
O 6.20369 2.95785 3.13343
O -6.36336 2.30638 -2.69382
O 5.00480 0.77924 3.14439
O 0.26249 -0.15852 3.95085
O 2.18346 0.85814 2.66542
O -4.25152 -5.38718 1.76668
O -4.56455 -4.14355 -0.35889
O -7.29205 0.41261 -1.37902
O 6.27353 1.46974 5.16905
O -6.23828 -3.93838 1.41146
C 0.45678 0.72856 -4.46273
C 1.79157 -2.28870 1.66706
C 1.21418 1.88260 -4.95352
C 3.11938 3.88923 4.00324
C 1.72563 2.83647 -1.54054
C -5.25690 -2.89735 -0.44320
C 6.93225 -0.38106 2.48958
C 1.58386 -2.09124 -3.32420
C 0.92374 0.24341 -1.14340
C 3.03908 4.41295 5.43110
C -5.82293 -2.65347 0.94896
C 0.89196 1.83798 -0.90533
C 2.19624 -2.63447 3.09402
C -8.55095 -0.34976 -3.20213
C 3.06502 -2.08289 -3.96984
C 5.49872 -0.04829 2.09367
C -0.83237 -1.12176 -2.83035
C -8.64171 0.16766 -1.77229
H 3.09695 -3.24903 3.13386
H 1.92810 -0.14307 -0.67597
H 1.24142 -3.09969 1.18606
H 7.53903 -0.67771 1.63183
H -5.05011 -2.28304 1.62964
H -4.57631 -2.10328 -0.75668
H 3.39735 2.83142 3.98594
H 0.08450 -0.30229 -0.54718
H 2.56002 3.70387 6.10809
H -0.48072 0.41197 -5.07815
H 3.25482 -3.17423 -4.36149
H -9.48780 -0.22097 -3.74759
H -2.38731 1.91534 -1.39357
H -3.40090 -1.89469 -2.60218
H 5.47014 0.53130 1.16558
H 2.12593 1.66230 -5.64883
H 2.88480 2.75716 -1.63690
H -6.66251 -1.95676 0.94066
H 2.66531 -2.03253 1.05998
H 1.16618 3.74030 -2.03335
H 0.09921 2.23498 -0.14003
H 1.38454 -3.14477 3.62168
H 1.02613 2.98980 -4.69455
H 2.50815 5.36933 5.47118
H 6.95880 -1.17263 3.24469
H 3.89603 -1.89343 -3.18388
H 3.16807 -1.40844 -4.91736
H -9.11495 -0.54932 -1.09947
H -0.79362 -1.85652 -1.91436
H 4.87998 -0.94042 1.98306
H 2.18241 4.02644 3.46011
H -1.12420 -1.79433 -3.73994
H -8.26086 -1.40471 -3.22230
H -9.18344 1.11769 -1.73037
H 0.87933 -2.57011 -4.13132
H -6.05776 -3.00195 -1.18163
*
```

Total energy   -5310.859071 Ha

---

Entry 3:
DFT (ωB97M-V/def2-TZVPD) results for C33H22CeCl4F5O3PS as an isolated structure.

Geometry as ORCA input:
```
! wB97M-V def2-TZVPD RIJCOSX def2/J DEFGRID3
* xyz 0 1
Ce -1.29867 1.36923 0.25028
Cl -5.91800 2.92207 -4.64003
Cl -5.96679 1.67358 -1.74482
Cl -3.15505 3.45995 -6.03186
Cl -0.50344 2.57783 -4.56969
S -1.99493 -0.98744 -1.65671
P 0.86836 -1.33502 1.57212
F 0.51982 5.29016 1.43581
F -1.35604 5.29888 2.52766
F -2.40495 3.47506 0.74422
F -0.44614 3.49245 -0.33620
F -0.27223 3.44795 2.24398
O -3.31016 1.16746 -0.62917
O -1.17230 -0.79622 -0.35374
O -0.95633 1.36089 -1.93184
C 3.41939 -1.69970 2.82586
C 1.87075 -0.01500 0.75392
C -2.06826 1.82357 -2.54848
C 0.41521 -0.58452 4.24536
C 2.88280 -4.35655 3.42832
C -4.44710 2.53356 -3.83746
C 4.09487 -3.79245 3.80135
C -1.30664 0.92551 4.96177
C -1.35096 -2.28388 -3.97799
C -1.62256 1.18763 3.63479
C -0.45436 -2.79584 -4.90155
C 4.36418 -2.46542 3.49371
C 1.38904 -2.12005 -3.50586
C -0.27746 0.05324 5.26926
C 2.41972 2.29474 0.24141
C 2.74417 -0.41545 -0.26284
C 0.91314 -2.72051 -4.66317
C -3.30440 1.67082 -1.88491
C -2.91141 -2.45814 -1.24847
C 2.19502 -2.25127 2.44975
C 3.43681 0.52078 -1.01117
C 1.73884 1.35207 1.01433
C -1.37557 4.46800 0.33444
C -0.62264 4.64455 1.64211
C -2.04342 2.39303 -3.81427
C -0.96891 0.54357 2.59307
C 0.50069 -1.60564 -2.57320
C -0.85687 -1.71385 -2.81100
C 3.25552 1.88238 -0.77975
C 0.06098 -0.36471 2.91754
C -4.47761 1.98538 -2.55717
C 1.94195 -3.59042 2.75037
C -3.22105 2.75748 -4.46259
H 0.99901 -4.03171 2.44735
H 4.11384 0.19128 -1.78981
H -1.85490 1.42561 5.74978
H 1.21811 -1.26871 4.48363
H -3.47049 -2.77646 -2.12634
H -3.60028 -2.17529 -0.45261
H -2.21160 -3.22066 -0.91240
H 1.60812 -3.12185 -5.38864
H 3.63351 -0.66171 2.59832
H 2.29804 3.34933 0.45387
H -2.41440 1.90554 3.43607
H 1.18624 1.67903 1.88760
H -2.41535 -2.31712 -4.17979
H 2.87781 -1.47396 -0.46358
H -0.00699 -0.12750 6.30168
H 0.84994 -1.11904 -1.67439
H 3.77470 2.61438 -1.38422
H 5.31155 -2.02540 3.77776
H 2.67456 -5.39369 3.65654
H 4.83139 -4.38680 4.32670
H -0.82418 -3.24469 -5.81422
H 2.45437 -2.04031 -3.33076
*
```

ΔE to the lowest compared entry with this formula, charge and spin   27.9 kcal per mole

---

Entry 4:
DFT (ωB97M-V/def2-TZVPD) results for C26H22Br3F12IO8 as an isolated structure.

Geometry as ORCA input:
```
! wB97M-V def2-TZVPD RIJCOSX def2/J DEFGRID3
* xyz 0 1
I 0.07105 5.80469 -1.05938
Br 3.32633 4.30246 1.23837
Br 3.96410 1.77992 2.96065
Br -2.87543 2.60109 5.71411
F 4.86389 3.22389 -0.72817
F -2.90212 -4.13758 -5.87688
F 5.23221 -6.37722 -3.12313
F -4.52949 0.41182 -0.25939
F 6.05382 2.31687 1.35988
F -1.66416 -2.41934 -6.31229
F -4.51126 2.25540 0.86996
F 7.05687 -6.53256 -1.96992
F -3.81137 -2.18888 -6.11885
F 4.87737 0.61559 0.72256
F -3.54227 0.49917 1.66534
F 5.17367 -6.12020 -0.97709
O -6.86116 0.05924 1.07249
O -2.52472 4.52313 0.41545
O 6.02615 -3.80745 -3.31019
O -5.84227 0.79343 2.94703
O -2.16157 -1.34061 -3.93735
O 6.54068 -3.84801 -1.11572
O 0.26129 0.55843 -0.02226
O -2.87788 -3.37840 -3.29035
C 0.49621 2.89550 -0.27216
C -1.12778 1.21062 3.96404
C -0.29975 3.95940 -0.14220
C -7.01518 0.50425 3.73340
C -7.09952 -0.96687 4.07681
C 5.60184 -1.59467 -1.07325
C -2.59775 -2.57515 -4.13011
C -0.46024 0.96918 2.76332
C -2.00668 -0.93000 -2.56215
C 5.89048 -5.88161 -2.08145
C -4.60957 0.92160 0.96793
C -0.71742 -1.44679 -1.96555
C 6.14602 -4.37542 -2.26562
C 6.85352 -2.44185 -1.14056
C -2.13999 3.22176 3.03929
C -1.45314 2.99041 1.85369
C 0.04746 1.65531 0.43114
C 1.77047 2.82617 -1.04839
C -1.96027 2.31250 4.07433
C -2.74192 -2.83980 -5.63916
C 4.00141 2.78701 0.21446
C -0.63995 1.87478 1.72233
C -5.92410 0.51780 1.65374
C 4.81717 1.86473 1.19338
C -1.53957 3.90531 0.68469
C 2.86453 1.97758 -0.37529
H -2.00435 0.15838 -2.58569
H 2.49882 1.32745 0.41090
H 3.30684 1.32619 -1.12553
H -6.91046 1.10082 4.63685
H -2.87405 -1.24498 -1.98334
H 0.17324 0.10709 2.63864
H 4.97838 -1.74786 -1.95441
H -7.94672 -1.15046 4.73634
H -6.18656 -1.29379 4.57558
H -7.90550 0.84837 3.20872
H -0.98296 0.53190 4.78967
H 7.44963 -2.21055 -2.02244
H 7.47651 -2.26808 -0.26593
H -2.77756 4.08594 3.13403
H 2.16101 3.82216 -1.22336
H 0.13571 -1.14217 -2.57372
H 5.86639 -0.54404 -1.01687
H -0.58838 -1.05852 -0.95934
H -0.71409 -2.53648 -1.92126
H 1.55845 2.38730 -2.02205
H 5.00785 -1.86118 -0.19916
H -7.22219 -1.57411 3.18081
*
```

Total energy   -10824.057337 Ha